Record 1
DFT (ωB97M-V/def2-TZVPD) results for a cluster of 2 separate species, C35H36BF3O3 in total in a non-equilibrium geometry.

Summary:
Relative energy (zero: lowest compared OMol25 entry of this formula, charge and spin) in kcal/mol: 64.9
Kohn-Sham gap in eV: 3.680
HOMO level in eV: -6.670

Structure (ORCA input):
```
! wB97M-V def2-TZVPD RIJCOSX def2/J DEFGRID3
* xyz 0 1
C -2.374 -2.776 -0.103
C -1.675 -1.428 -0.134
C -2.437 -0.554 -1.101
C -1.470 -0.811 1.332
C -1.536 0.701 1.354
C -2.447 -1.313 2.383
O -0.138 -1.172 1.693
B 0.485 -1.678 0.527
C 2.120 -1.587 0.483
C 2.810 -1.343 1.662
C 4.209 -1.321 1.667
C 4.896 -1.539 0.480
C 6.394 -1.389 0.422
F 7.020 -2.529 0.006
F 6.743 -0.396 -0.468
F 6.932 -1.044 1.626
C 4.220 -1.841 -0.697
C 2.824 -1.890 -0.688
C 0.549 -3.438 0.905
C 0.169 -4.480 -0.078
C 1.525 -4.507 0.542
O -0.333 -1.579 -0.626
H -3.425 -2.651 0.185
H -2.348 -3.217 -1.106
H -1.899 -3.483 0.584
H -3.483 -0.444 -0.792
H -1.981 0.435 -1.176
H -2.415 -1.011 -2.099
H -2.541 1.083 1.133
H -1.237 1.060 2.348
H -0.831 1.115 0.628
H -3.459 -0.951 2.153
H -2.471 -2.406 2.445
H -2.160 -0.917 3.364
H 2.275 -1.153 2.594
H 4.746 -1.088 2.581
H 4.769 -2.020 -1.618
H 2.294 -2.147 -1.607
H 0.120 -3.543 1.912
H -0.506 -5.281 0.239
H 0.098 -4.206 -1.137
H 2.375 -4.264 -0.092
H 1.704 -5.318 1.260
C -6.116 1.727 -0.734
C -4.978 2.074 -0.003
C -3.983 2.871 -0.583
C -4.116 3.211 -1.934
O -3.044 3.666 -2.699
C -1.761 3.194 -2.387
C -1.253 2.115 -3.121
C -0.243 1.366 -2.563
C 0.342 1.732 -1.311
C 1.213 0.815 -0.619
C 2.219 1.389 0.274
C 3.574 1.520 -0.111
C 4.534 1.962 0.784
C 4.168 2.357 2.076
C 2.819 2.341 2.440
C 1.853 1.881 1.548
C 0.021 3.029 -0.805
C -1.060 3.730 -1.305
C -5.300 2.975 -2.640
C -6.285 2.192 -2.041
H -6.881 1.096 -0.276
H -4.854 1.745 1.033
H -3.119 3.216 -0.011
H -1.736 1.836 -4.056
H 0.103 0.447 -3.047
H 1.465 -0.060 -1.206
H 3.860 1.236 -1.130
H 5.585 1.991 0.488
H 4.932 2.687 2.783
H 2.509 2.690 3.426
H 0.801 1.873 1.831
H 0.593 3.460 0.016
H -1.408 4.659 -0.849
H -5.379 3.354 -3.656
H -7.186 1.948 -2.605
*
```

Atomic partial charges in e from the Löwdin method, atoms 1 to 4:
1. C -0.023
2. C -0.439
3. C -0.007
4. C -0.450


Record 2
DFT (ωB97M-V/def2-TZVPD) results for a cluster of 6 separate species, C35H36BNO11PS in total in a non-equilibrium geometry.

Summary:
Kohn-Sham gap in eV: 8.052
HOMO level in eV: -12.071

Structure (ORCA input):
```
! wB97M-V def2-TZVPD RIJCOSX def2/J DEFGRID3
* xyz 1 1
C -3.736 1.923 1.120
N -2.744 1.350 0.199
C -3.256 1.269 -1.178
B -1.778 0.431 0.580
O -1.063 -0.389 -0.226
S -1.414 0.300 2.493
C -2.016 -1.334 2.966
P 0.737 0.086 2.833
C 1.246 1.633 1.984
C 1.226 -1.226 1.660
H -3.260 2.238 2.044
H -4.532 1.209 1.340
H -4.190 2.801 0.666
H -2.772 0.452 -1.705
H -4.331 1.091 -1.138
H -3.093 2.194 -1.731
H -0.335 0.028 -0.760
H -2.987 -1.199 3.432
H -2.057 -2.013 2.121
H -1.306 -1.729 3.690
H 1.712 1.426 1.022
H 0.417 2.321 1.819
H 1.959 2.121 2.648
H 2.165 -1.622 2.052
H 1.372 -0.885 0.641
H 0.485 -2.024 1.671
C 1.561 -6.830 1.766
C 1.101 -5.798 2.468
C -0.063 -5.011 1.998
O -0.473 -4.059 2.640
C -0.710 -5.418 0.731
C -0.259 -6.452 0.028
C 0.920 -7.239 0.486
O 1.338 -8.173 -0.156
H 2.411 -7.422 2.081
H 1.545 -5.480 3.403
H -1.576 -4.849 0.418
H -0.723 -6.777 -0.895
C -5.791 -4.310 -1.347
C -6.663 -3.358 -1.023
C -6.212 -2.041 -0.504
O -6.988 -1.160 -0.211
C -4.747 -1.836 -0.356
C -3.874 -2.783 -0.681
C -4.329 -4.099 -1.206
O -3.523 -4.955 -1.502
H -6.096 -5.277 -1.728
H -7.733 -3.487 -1.120
H -4.435 -0.872 0.025
H -2.801 -2.646 -0.595
C 0.592 -2.309 -4.134
C 0.317 -1.525 -3.096
C 0.799 -0.126 -3.058
O 0.556 0.609 -2.108
C 1.588 0.377 -4.199
C 1.869 -0.405 -5.238
C 1.391 -1.812 -5.291
O 1.635 -2.531 -6.230
H 0.256 -3.336 -4.198
H -0.266 -1.866 -2.249
H 1.933 1.402 -4.142
H 2.452 -0.060 -6.083
C 1.578 4.504 -5.387
C 1.073 5.729 -5.286
C 1.949 6.905 -5.025
O 1.486 8.017 -4.921
C 3.409 6.655 -4.894
C 3.911 5.429 -4.997
C 3.035 4.257 -5.245
O 3.496 3.136 -5.329
H 0.963 3.633 -5.583
H 0.017 5.942 -5.388
H 4.023 7.528 -4.712
H 4.969 5.218 -4.906
C 3.540 2.562 7.085
C 4.105 3.518 7.816
C 4.664 4.744 7.184
O 5.178 5.615 7.845
C 4.567 4.856 5.702
C 4.001 3.898 4.975
C 3.442 2.680 5.610
O 2.919 1.804 4.947
H 3.126 1.660 7.517
H 4.190 3.461 8.893
H 4.984 5.755 5.268
H 3.922 3.956 3.896
*
```

Atomic partial charges in e from the Löwdin method, atoms 1 to 4:
1. C -0.061
2. N -0.102
3. C -0.032
4. B -0.830


Record 3
DFT (ωB97M-V/def2-TZVPD) results for a structure of composition C35H36ClLiN5O4.

Summary:
Relative energy (zero: lowest compared OMol25 entry of this formula, charge and spin) in kcal/mol: 0.0
Kohn-Sham gap in eV: 7.207
HOMO level in eV: -4.586

Structure (ORCA input):
```
! wB97M-V def2-TZVPD RIJCOSX def2/J DEFGRID3
* xyz -1 1
Li 0.769 0.291 -0.355
N 1.552 -3.735 -0.781
C 1.580 -2.448 -1.194
N 2.372 -1.528 -0.774
C 3.331 -1.867 0.187
N 4.156 -1.017 0.669
N 4.128 0.243 0.124
C 3.661 1.155 0.867
C 3.552 2.555 0.397
C 3.118 3.521 1.304
C 2.957 4.824 0.873
C 3.238 5.124 -0.450
C 3.671 4.096 -1.274
N 3.827 2.840 -0.875
C 3.384 -3.263 0.670
C 4.304 -3.693 1.624
C 4.273 -4.989 2.100
C 3.309 -5.880 1.628
C 2.396 -5.478 0.675
C 2.441 -4.172 0.191
H 0.734 -4.283 -1.010
H 0.837 -2.201 -1.938
H 3.259 0.942 1.856
H 2.876 3.228 2.317
H 2.603 5.590 1.553
H 3.113 6.125 -0.842
H 3.896 4.292 -2.318
H 5.027 -2.975 1.987
H 4.988 -5.310 2.846
H 3.274 -6.892 2.009
H 1.640 -6.159 0.302
C -2.646 6.421 0.292
C -3.186 5.069 -0.076
C -4.349 4.929 -0.813
C -4.820 3.669 -1.145
Cl -6.295 3.524 -2.075
C -4.136 2.534 -0.763
C -2.965 2.657 -0.026
C -2.497 3.918 0.328
O -1.386 4.152 1.073
C -0.706 3.048 1.644
C 0.138 2.232 0.666
O 0.858 1.353 1.228
O 0.046 2.414 -0.548
H -3.278 7.211 -0.111
H -1.632 6.548 -0.091
H -2.587 6.535 1.376
H -4.895 5.808 -1.132
H -4.493 1.555 -1.050
H -2.410 1.764 0.223
H -1.416 2.367 2.125
H -0.056 3.450 2.418
C -0.529 -1.133 -3.657
C -1.837 -1.607 -3.017
C -2.734 -0.405 -2.706
C -1.658 -2.499 -1.800
C -1.992 -3.844 -1.887
C -1.962 -4.687 -0.782
C -1.671 -4.126 0.459
C -1.316 -2.794 0.601
C -1.069 -2.238 1.992
C 0.408 -1.987 2.303
C -1.895 -0.978 2.266
C -1.190 -1.967 -0.560
O -0.644 -0.799 -0.497
H -0.738 -0.547 -4.556
H 0.102 -1.976 -3.951
H 0.026 -0.494 -2.970
H -2.355 -2.221 -3.763
H -2.254 0.236 -1.966
H -3.697 -0.737 -2.310
H -2.916 0.185 -3.608
H -2.308 -4.237 -2.850
H -2.237 -5.731 -0.871
H -1.724 -4.745 1.352
H -1.414 -3.014 2.686
H 0.817 -1.215 1.655
H 0.994 -2.901 2.185
H 0.526 -1.644 3.334
H -1.534 -0.157 1.649
H -1.804 -0.686 3.316
H -2.951 -1.147 2.043
*
```

Atomic partial charges in e from the Löwdin method, atoms 1 to 4:
1. Li 0.592
2. N 0.150
3. C -0.160
4. N 0.137


Record 4
DFT (ωB97M-V/def2-TZVPD) results for a structure of composition C35H36F2N10OPTi.

Summary:
Relative energy (zero: lowest compared OMol25 entry of this formula, charge and spin) in kcal/mol: 0.0
Kohn-Sham gap (spin up / spin down) in eV: 6.910 / 6.988
Expectation value of S²: 0.754
HOMO level (spin up / spin down) in eV: -13.408 / -13.524

Structure (ORCA input):
```
! wB97M-V def2-TZVPD RIJCOSX def2/J DEFGRID3
* xyz 2 2
Ti -0.462 -0.280 -0.013
C -2.369 -0.166 4.121
C -1.905 -0.651 2.905
N -1.096 0.076 2.140
C -0.748 1.297 2.579
C -1.264 1.781 3.775
N -2.062 1.050 4.543
C 0.220 2.055 1.748
C 0.648 3.335 2.041
C 1.579 3.954 1.206
C 2.048 3.250 0.098
C 1.563 1.978 -0.144
N 0.671 1.403 0.669
C 1.894 1.189 -1.355
C 2.952 1.483 -2.205
N 3.183 0.782 -3.309
C 2.356 -0.217 -3.581
C 1.311 -0.549 -2.727
N 1.090 0.147 -1.620
C 2.041 5.331 1.480
C 2.225 6.238 0.443
C 2.648 7.523 0.755
N 2.903 7.928 1.994
C 2.732 7.054 2.981
C 2.297 5.752 2.780
H -3.008 -0.773 4.749
H -2.203 -1.623 2.536
H -1.034 2.776 4.130
H 0.255 3.882 2.885
H 2.768 3.708 -0.564
H 3.642 2.289 -1.991
H 2.525 -0.775 -4.494
H 0.649 -1.380 -2.930
H 2.010 5.977 -0.585
H 2.784 8.256 -0.031
H 2.954 7.406 3.981
H 2.197 5.082 3.624
F -1.878 4.640 -2.047
C -2.246 3.456 -1.548
C -1.329 2.421 -1.530
C -1.689 1.175 -1.027
C -3.013 0.997 -0.576
C -3.880 2.091 -0.546
F -5.109 1.965 -0.023
C -3.524 3.329 -1.032
C -3.442 -0.380 -0.246
C -4.759 -0.833 -0.180
C -5.003 -2.178 0.027
C -3.943 -3.064 0.172
C -2.664 -2.556 0.102
N -2.424 -1.255 -0.108
H -0.339 2.626 -1.922
H -4.218 4.158 -1.021
H -5.577 -0.143 -0.303
H -6.022 -2.538 0.065
H -4.104 -4.121 0.326
H -1.790 -3.187 0.218
C 2.771 -4.667 -1.632
N 1.588 -3.898 -1.250
C 0.439 -4.073 -2.134
P 1.393 -3.260 0.242
O 0.561 -1.987 0.122
N 2.837 -2.904 0.902
C 3.570 -3.825 1.771
C 3.645 -1.814 0.363
N 0.610 -4.323 1.204
C 0.179 -3.918 2.538
C 0.600 -5.767 0.976
H 2.542 -5.733 -1.705
H 3.564 -4.536 -0.901
H 3.135 -4.328 -2.603
H 0.073 -5.103 -2.118
H 0.727 -3.839 -3.161
H -0.373 -3.410 -1.841
H 2.939 -4.657 2.071
H 3.904 -3.299 2.665
H 4.449 -4.228 1.260
H 3.027 -1.151 -0.238
H 4.457 -2.196 -0.262
H 4.080 -1.241 1.182
H 0.187 -2.832 2.623
H 0.832 -4.327 3.314
H -0.834 -4.281 2.724
H 0.854 -5.995 -0.055
H -0.398 -6.157 1.178
H 1.306 -6.282 1.633
*
```

Atomic partial charges in e from the Löwdin method, atoms 1 to 4:
1. Ti 1.058
2. C -0.059
3. C -0.065
4. N 0.066


Record 5
DFT (ωB97M-V/def2-TZVPD) results for a structure of composition C35H36F3N7O3STi.

Summary:
Kohn-Sham gap (spin up / spin down) in eV: 4.210 / 4.839
Expectation value of S²: 0.771
HOMO level (spin up / spin down) in eV: -2.345 / -2.974

Structure (ORCA input):
```
! wB97M-V def2-TZVPD RIJCOSX def2/J DEFGRID3
* xyz -1 2
Ti -0.694 0.420 -0.752
C -3.487 0.393 -3.972
C -2.281 0.263 -3.094
N -2.044 1.114 -2.021
C -3.198 1.831 -1.454
C -3.197 1.744 0.085
N -1.821 1.892 0.598
C -1.397 3.299 0.640
C -0.528 3.619 -0.572
N 0.388 2.504 -0.756
C 1.482 2.411 0.243
C 1.845 0.922 0.409
N 1.411 0.329 -0.857
C 1.855 -0.992 -1.392
C 2.572 -1.943 -0.474
C 0.751 -1.490 -2.300
C 0.846 -2.482 -3.210
C -0.216 -2.640 -4.175
C -1.257 -1.778 -4.214
C -1.335 -0.718 -3.250
N -0.344 -0.654 -2.273
H -3.767 1.440 -4.109
H -4.343 -0.148 -3.556
H -3.280 -0.027 -4.956
H -4.145 1.398 -1.778
H -3.199 2.887 -1.757
H -3.593 0.782 0.377
H -3.857 2.514 0.500
H -1.720 1.472 1.519
H -0.833 3.476 1.557
H -2.264 3.964 0.659
H -0.016 4.578 -0.435
H -1.147 3.680 -1.465
H 0.797 2.504 -1.686
H 1.148 2.830 1.193
H 2.352 2.981 -0.080
H 1.283 0.489 1.237
H 2.915 0.801 0.581
H 3.499 -1.502 -0.102
H 2.824 -2.857 -1.015
H 1.926 -2.205 0.365
H 1.718 -3.123 -3.235
H -0.155 -3.448 -4.894
H -2.051 -1.903 -4.938
F 1.665 -0.963 7.272
C 1.671 0.324 6.905
F 1.054 1.023 7.873
F 2.949 0.734 6.882
C 1.004 0.544 5.573
C 0.891 1.833 5.081
C 0.241 2.014 3.871
N -0.269 1.013 3.156
C -0.140 -0.216 3.636
C 0.486 -0.501 4.844
H 1.300 2.675 5.625
H 0.126 3.015 3.467
H -0.549 -1.007 3.014
H 0.559 -1.518 5.201
O -0.332 -1.088 0.662
C -1.482 -1.684 0.459
N -2.317 -0.992 -0.375
S -3.727 -1.776 -0.577
O -4.824 -0.963 -0.074
O -3.921 -2.267 -1.921
C -3.314 -3.081 0.529
C -4.074 -4.150 0.936
C -3.514 -5.067 1.829
C -2.183 -4.889 2.280
C -1.416 -3.822 1.880
C -1.981 -2.869 0.992
H -5.086 -4.277 0.568
H -4.095 -5.914 2.172
H -1.759 -5.618 2.962
H -0.394 -3.708 2.226
C 2.362 0.268 -1.970
C 3.680 0.759 -2.086
C 4.024 2.139 -2.059
C 5.321 2.574 -2.268
C 6.351 1.680 -2.547
C 6.033 0.324 -2.626
C 4.747 -0.129 -2.406
H 3.242 2.876 -1.914
H 5.531 3.638 -2.226
H 7.363 2.026 -2.711
H 6.811 -0.396 -2.854
H 4.525 -1.188 -2.472
*
```

Atomic partial charges in e from the Löwdin method, atoms 1 to 4:
1. Ti 1.068
2. C -0.043
3. C -0.319
4. N -0.095


Record 6
DFT (ωB97M-V/def2-TZVPD) results for a structure of composition C35H36GeN2O2ReS3 in a non-equilibrium geometry.

Summary:
Relative energy (zero: lowest compared OMol25 entry of this formula, charge and spin) in kcal/mol: 92.5
Kohn-Sham gap (spin up / spin down) in eV: 5.376 / 5.579
Expectation value of S²: 1.117
HOMO level (spin up / spin down) in eV: -18.079 / -18.291

Structure (ORCA input):
```
! wB97M-V def2-TZVPD RIJCOSX def2/J DEFGRID3
* xyz 4 2
Re 0.273 -0.790 -0.452
C 1.844 -2.269 -3.064
C 0.751 -1.639 -3.891
S -0.070 -0.271 -2.974
C -1.843 -0.677 -3.168
C -2.311 -1.980 -2.560
S -1.880 -2.180 -0.788
C -1.165 -3.866 -0.805
C 0.009 -4.065 -1.739
S 1.315 -2.826 -1.415
H 2.635 -1.548 -2.848
H 2.289 -3.118 -3.587
H -0.017 -2.344 -4.205
H 1.183 -1.194 -4.788
H -2.052 -0.678 -4.239
H -2.358 0.170 -2.716
H -1.935 -2.846 -3.100
H -3.400 -2.012 -2.606
H -1.980 -4.544 -1.061
H -0.887 -4.054 0.234
H -0.268 -4.036 -2.791
H 0.454 -5.041 -1.545
C 2.354 2.527 0.653
O 0.971 2.048 0.655
C 0.394 1.920 1.936
C 0.257 3.032 2.748
C -0.220 2.902 4.043
C -0.544 1.641 4.531
C -0.416 0.530 3.723
C 0.030 0.648 2.398
N 0.243 -0.499 1.606
N 0.510 -1.567 2.307
C 1.472 -2.419 2.101
C 2.565 -1.960 1.198
O 2.361 -1.021 0.369
C 3.832 -2.539 1.415
C 3.991 -3.593 2.271
C 2.917 -4.157 3.032
C 3.109 -5.250 3.880
C 2.046 -5.777 4.600
C 0.779 -5.218 4.487
C 0.568 -4.120 3.665
C 1.628 -3.581 2.936
H 2.928 1.950 1.375
H 2.735 2.337 -0.349
H 2.419 3.587 0.898
H 0.546 4.009 2.375
H -0.317 3.773 4.675
H -0.898 1.535 5.547
H -0.654 -0.454 4.100
H 4.665 -2.144 0.849
H 4.971 -4.046 2.364
H 4.099 -5.677 3.983
H 2.206 -6.627 5.249
H -0.047 -5.636 5.045
H -0.417 -3.680 3.584
Ge -0.424 3.203 -0.668
C -2.264 3.363 0.059
C -2.902 4.560 -0.263
C -4.235 4.692 0.094
C -4.890 3.657 0.752
C -4.224 2.474 1.063
C -2.888 2.318 0.734
C 0.051 3.747 -2.519
C 1.237 4.290 -2.991
C 1.255 4.730 -4.307
C 0.124 4.608 -5.109
C -1.047 4.047 -4.611
C -1.101 3.608 -3.298
H -0.683 0.518 -0.419
H -2.394 5.373 -0.769
H -4.751 5.614 -0.139
H -5.927 3.780 1.035
H -4.744 1.671 1.568
H -2.357 1.409 0.983
H 2.115 4.398 -2.369
H 2.160 5.180 -4.692
H 0.157 4.963 -6.131
H -1.922 3.953 -5.240
H -2.015 3.176 -2.903
*
```

Atomic partial charges in e from the Löwdin method, atoms 1 to 4:
1. Re 0.868
2. C -0.436
3. C -0.428
4. S 0.845